No. 1
DFT (ωB97M-V with the def2-TZVPD basis set) results for C23H50AlCl16NO2PS as an isolated structure.

```
95
Properties=species:S:1:pos:R:3:forces:R:3:lowdin_charge:R:1
C -0.05185 4.80830 -3.58875 0.23 0.05 -0.16 -0.01
C -1.54542 4.64921 -3.43859 -0.17 0.47 -0.24 -0.53
O -2.34806 5.38824 -3.96717 0.47 -0.62 0.40 0.09
O -1.91354 3.63880 -2.60953 -0.31 0.21 -0.24 -0.05
C -2.16272 2.38568 -3.28076 -0.10 -0.27 -0.18 -0.20
C -3.01241 1.49611 -2.39089 0.06 0.24 0.13 -0.26
C -2.36719 1.28145 -1.00878 0.04 -0.19 -0.15 -0.28
Al -1.22608 -0.35163 -0.82540 -0.53 -0.08 0.56 0.18
C -2.10507 -2.07325 -1.38711 0.43 -0.28 -0.13 -0.29
C -1.20985 -3.28034 -1.09150 -0.37 -0.06 0.10 -0.40
N -1.85140 -4.56833 -1.46343 0.11 0.25 -0.11 -0.03
P 0.84816 0.00326 -2.04186 -0.53 0.23 0.40 0.22
S 1.41337 1.91707 -1.92835 0.28 0.25 -0.24 -0.01
H 0.27353 5.67938 -3.00767 -0.12 -0.10 -0.05 0.09
H 0.49037 3.92889 -3.23263 -0.17 0.08 -0.05 -0.02
H 0.18949 5.00632 -4.63886 -0.09 0.03 0.17 0.09
H -1.20153 1.90057 -3.49562 0.02 0.13 0.08 0.09
H -2.67470 2.59383 -4.23052 0.03 -0.01 0.14 0.13
H -3.13723 0.54562 -2.93082 -0.03 0.10 0.04 0.10
H -4.01428 1.94145 -2.31082 0.13 0.01 -0.04 0.10
H -1.78215 2.16337 -0.72460 -0.12 -0.04 -0.04 0.05
H -3.15849 1.19483 -0.24964 0.13 -0.06 -0.09 0.01
H -0.76801 -0.53034 0.71947 0.07 0.00 -0.14 -0.06
H -3.02546 -2.20094 -0.79354 0.01 0.13 -0.16 0.04
H -2.37936 -2.12804 -2.44963 -0.14 0.08 0.11 0.04
H -0.97040 -3.27072 -0.01732 0.24 0.05 -0.14 0.08
H -0.26940 -3.21800 -1.65055 -0.04 0.04 0.07 0.09
H -1.16478 -5.31294 -1.49838 0.00 -0.03 0.13 0.04
H -2.52042 -4.81487 -0.74437 -0.01 -0.06 -0.18 -0.04
H 1.86460 -0.83214 -1.53843 0.09 -0.19 -0.33 -0.10
H 0.71106 -0.41990 -3.38484 0.35 -0.16 0.00 -0.10
Cl 2.11244 0.60327 1.33290 0.06 0.05 0.00 0.54
C 1.25852 -0.08864 2.72451 -0.08 -0.04 0.11 -0.68
C 1.89364 -1.36761 3.20917 0.03 0.09 0.10 -0.66
Cl 1.72955 -2.71151 2.04537 0.00 -0.03 -0.03 0.52
H 0.22346 -0.24157 2.42116 0.04 -0.03 -0.07 0.01
H 1.29151 0.64734 3.52739 0.03 0.00 0.03 0.05
H 1.40940 -1.68883 4.12989 -0.04 0.00 0.00 0.06
H 2.95593 -1.22897 3.39530 0.02 -0.03 -0.03 0.06
Cl 5.73921 3.77787 -3.92615 0.07 -0.01 -0.04 0.53
C 4.42203 4.30667 -2.83378 -0.20 0.11 -0.02 -0.65
C 4.85174 4.30151 -1.39003 -0.17 0.00 -0.03 -0.67
Cl 5.08248 2.64624 -0.80001 0.20 -0.10 0.16 0.53
H 3.57554 3.63989 -2.98927 0.03 -0.09 0.02 0.02
H 4.14989 5.31598 -3.13853 0.04 0.01 0.00 0.07
H 4.05721 4.74336 -0.79005 -0.02 -0.01 -0.01 0.07
H 5.77108 4.86096 -1.23412 0.03 -0.04 -0.03 0.06
Cl 0.06457 3.18296 5.36852 0.10 -0.07 -0.08 0.53
C -0.83188 3.04977 6.89433 -0.07 0.16 0.02 -0.67
C -0.51751 1.78501 7.64853 0.03 0.00 0.06 -0.66
Cl -1.13565 0.32988 6.82348 0.01 -0.04 -0.04 0.55
H -1.89135 3.11707 6.65566 0.00 -0.03 -0.04 0.05
H -0.54707 3.90663 7.50437 0.01 -0.02 0.02 0.07
H -0.99448 1.81868 8.62664 -0.01 0.01 0.00 0.07
H 0.55422 1.66032 7.78014 0.01 -0.02 -0.04 0.07
Cl 4.47750 5.12484 3.83182 0.00 0.00 -0.01 0.54
C 3.15781 6.06172 4.57545 -0.01 0.03 -0.04 -0.67
C 3.31281 6.16412 6.07198 -0.05 0.06 -0.04 -0.66
Cl 3.06918 4.58832 6.86740 0.08 -0.01 0.13 0.52
H 2.21877 5.58351 4.30854 0.01 -0.04 0.01 0.06
H 3.18678 7.05860 4.13880 0.01 0.01 0.01 0.07
H 2.56121 6.84302 6.47127 -0.02 -0.01 -0.01 0.07
H 4.30049 6.52668 6.34410 0.02 -0.04 0.00 0.06
Cl -3.81967 -5.76725 1.17698 -0.05 -0.03 0.14 0.60
C -5.10128 -6.99707 1.25856 -0.04 0.04 0.00 -0.66
C -4.54160 -8.39083 1.38111 -0.04 -0.08 0.04 -0.66
Cl -3.70303 -8.91346 -0.10337 0.03 0.01 0.00 0.55
H -5.71887 -6.89460 0.36998 0.03 0.00 -0.03 0.07
H -5.70496 -6.77373 2.13693 0.01 -0.01 0.01 0.07
H -5.35212 -9.09681 1.55521 -0.02 0.01 -0.01 0.07
H -3.83110 -8.45641 2.20084 0.03 0.02 -0.02 0.07
Cl -2.92030 2.80578 3.78242 -0.10 0.07 0.05 0.55
C -4.42153 1.85049 3.89614 -0.03 -0.01 0.02 -0.65
C -4.11731 0.37225 3.89533 -0.06 -0.01 -0.06 -0.67
Cl -3.47076 -0.13499 2.31838 0.03 -0.11 0.12 0.59
H -5.05300 2.11513 3.05182 0.04 0.03 -0.03 0.07
H -4.92111 2.14003 4.81994 0.03 -0.04 0.02 0.07
H -5.02882 -0.19505 4.08179 -0.02 0.03 -0.02 0.07
H -3.38348 0.12719 4.65949 0.04 0.00 -0.02 0.04
Cl 5.71978 6.27834 -8.34280 0.00 0.00 -0.02 0.52
C 5.38838 4.65360 -7.67772 -0.05 -0.01 0.07 -0.67
C 6.29476 3.60430 -8.26231 0.03 -0.04 0.05 -0.66
Cl 5.96653 3.30722 -9.99276 0.01 0.00 -0.01 0.52
H 4.34327 4.42531 -7.86767 0.00 0.02 -0.04 0.07
H 5.54798 4.70727 -6.60328 0.01 0.01 0.02 0.02
H 6.13654 2.66237 -7.74070 -0.03 0.00 0.00 0.07
H 7.33911 3.88993 -8.17142 0.01 0.02 -0.03 0.07
Cl -0.78303 -9.55460 -2.26605 0.01 0.00 -0.04 0.54
C -1.26716 -11.17169 -1.70534 -0.05 0.02 0.07 -0.69
C -0.29714 -12.24253 -2.13255 0.02 -0.04 0.05 -0.67
Cl -0.32094 -12.51645 -3.89525 0.01 0.00 -0.01 0.53
H -2.26688 -11.36951 -2.08358 0.00 0.01 -0.03 0.06
H -1.30596 -11.13124 -0.61783 0.01 0.00 0.00 0.06
H -0.56698 -13.18658 -1.66238 -0.02 0.00 0.00 0.07
H 0.72091 -11.98443 -1.85379 0.01 0.02 -0.03 0.07
```
Positions in Å, forces in eV/Å.

net charge = -1
relative energy (zero: lowest compared OMol25 entry of this formula, charge and spin) = 0.00 kJ/mol
maximum force = 0.9 eV Å⁻¹
HOMO = -4.4 eV
total energy = -257331.109 eV
Kohn-Sham gap = 6.28 eV
multiplicity = 1



No. 2
DFT (ωB97M-V with the def2-TZVPD basis set) results for a 4-piece molecular cluster, C23H50F2N3O17P4 overall in a non-equilibrium geometry.

```
99
Properties=species:S:1:pos:R:3:forces:R:3:lowdin_charge:R:1
O 5.77050 1.91204 2.55848 -0.14 -0.34 0.15 0.22
C 5.34566 2.49630 3.49414 0.62 0.66 -0.18 -0.46
F 6.02923 3.42742 4.11568 -0.42 -0.08 0.06 0.21
N 4.04983 2.29969 4.07182 -0.43 -0.87 -1.28 0.13
C 3.07986 3.23589 3.57895 0.00 1.99 0.69 -0.44
O 3.06352 4.37359 3.89487 0.05 -0.89 -0.41 0.25
F 2.21850 2.71326 2.70166 0.33 -0.44 0.38 0.17
C 3.64914 0.94222 4.02980 0.10 0.95 0.69 -0.21
N 3.58102 0.11692 2.93242 0.04 0.20 0.12 0.22
C 3.16827 -1.06484 3.34881 -0.23 -0.50 -0.63 -0.01
N 2.94915 -0.99804 4.64475 -0.12 -0.03 1.04 0.16
C 3.24680 0.26613 5.13282 0.78 -0.22 -0.46 -0.10
P 3.12737 0.86540 6.85355 -1.52 0.58 1.06 0.44
O 1.71448 1.10964 7.09757 -0.04 -0.23 -0.37 -0.21
O 3.99002 2.16066 7.05096 0.64 -0.71 -0.30 -0.05
O 3.82315 -0.21240 7.79504 0.24 0.00 -0.97 -0.07
H 3.80910 0.39499 1.98520 0.05 -0.16 -0.04 0.17
H 3.02795 -1.94693 2.74473 -0.05 0.07 -0.08 0.18
H 2.59768 -1.76024 5.20812 -0.09 -0.12 -0.17 0.18
H 4.88249 1.98554 7.38684 0.05 0.25 0.01 0.12
H 3.42883 -1.08083 7.63367 0.09 -0.16 0.56 0.09
O -3.12621 -3.08136 5.60276 -1.55 0.93 1.63 -0.22
P -2.33503 -3.64606 6.70706 3.81 -2.60 -2.31 0.47
O -0.91598 -2.84806 6.76117 -0.54 0.24 0.48 -0.19
C -0.82830 -1.46668 6.42774 0.14 0.36 -0.11 -0.29
C -0.78444 -0.57718 7.65125 -0.21 -0.13 0.14 -0.08
O -1.86064 -5.09541 6.18679 -0.15 0.05 0.27 -0.20
C -2.38585 -5.66726 4.98722 -0.01 -0.07 -0.31 -0.28
C -1.48608 -5.37009 3.80531 0.23 0.02 0.05 -0.08
O -2.36896 -4.18057 8.20493 -1.69 1.19 0.11 -0.16
C -2.60976 -3.28812 9.30647 -0.04 0.22 0.52 -0.25
C -3.89006 -2.49506 9.15347 -0.04 -0.05 -0.23 -0.08
H -1.64272 -1.16618 5.76684 -0.03 -0.17 -0.04 0.11
H 0.10743 -1.34549 5.86614 -0.03 -0.04 -0.04 0.09
H -1.72925 -0.60694 8.19815 -0.03 -0.05 -0.07 0.07
H -0.60002 0.45293 7.35724 0.04 0.00 0.02 0.06
H 0.00494 -0.89291 8.33456 0.04 0.06 -0.02 0.08
H -3.40150 -5.32123 4.80368 0.04 0.16 0.04 0.11
H -2.43806 -6.74387 5.15128 0.06 0.02 0.13 0.12
H -1.27468 -4.30232 3.73198 -0.19 0.05 -0.02 0.07
H -1.94659 -5.70186 2.87450 0.00 -0.01 0.01 0.08
H -0.52924 -5.88282 3.92141 -0.02 -0.05 -0.02 0.07
H -1.74494 -2.63418 9.44120 0.03 -0.01 -0.19 0.10
H -2.66813 -3.91338 10.19576 0.04 -0.16 -0.12 0.12
H -3.88276 -1.89479 8.23734 0.02 0.03 0.07 0.07
H -4.02526 -1.82242 9.99977 0.03 0.00 0.02 0.09
H -4.75022 -3.16213 9.09749 0.00 0.00 0.03 0.09
O 1.67287 0.05436 -4.20147 1.39 2.21 0.22 -0.22
P 2.11907 -0.35548 -2.86208 -2.63 -4.91 0.79 0.47
O 3.05665 -1.66446 -3.00109 0.50 0.96 0.02 -0.18
C 3.92015 -1.85303 -4.12880 0.30 -0.30 -0.36 -0.27
C 5.35048 -1.46836 -3.80868 -0.07 0.16 0.18 -0.07
O 0.81901 -1.00364 -2.16623 0.13 0.43 0.23 -0.20
C -0.47787 -0.90713 -2.77033 -0.28 -0.13 -0.19 -0.27
C -0.78078 -2.13208 -3.60632 0.11 -0.18 0.07 -0.07
O 2.63204 0.15476 -1.42532 0.50 1.73 -0.94 -0.18
C 3.92361 0.74125 -1.26123 0.49 0.04 0.14 -0.28
C 4.18070 1.92371 -2.17008 -0.20 0.04 -0.08 -0.07
H 3.56366 -1.29832 -4.99706 -0.18 0.06 0.11 0.11
H 3.87420 -2.91297 -4.37902 -0.10 -0.01 0.08 0.12
H 5.43529 -0.39329 -3.62977 0.02 0.00 -0.05 0.06
H 6.00864 -1.71864 -4.64037 -0.02 -0.02 -0.01 0.08
H 5.70347 -1.98570 -2.91537 0.01 -0.06 -0.04 0.08
H -0.56192 0.00356 -3.36118 0.16 -0.01 -0.05 0.09
H -1.19670 -0.82665 -1.95418 0.11 -0.01 0.10 0.12
H 0.02252 -2.33531 -4.31464 -0.02 0.15 -0.08 0.08
H -1.71167 -2.00164 -4.15875 0.00 0.01 0.02 0.08
H -0.87633 -3.01186 -2.96856 -0.04 0.00 0.00 0.08
H 4.69170 -0.02778 -1.38237 -0.08 -0.06 -0.12 0.11
H 3.97296 1.07215 -0.21803 -0.12 0.00 -0.01 0.09
H 4.09111 1.64060 -3.22271 0.06 -0.02 0.03 0.07
H 5.18206 2.32140 -2.00763 0.02 -0.03 0.01 0.09
H 3.45594 2.71661 -1.98377 0.00 0.00 0.01 0.09
O -4.24695 3.62324 -6.31314 2.22 -0.19 1.14 -0.23
P -3.80752 2.61784 -7.29567 -4.17 -0.76 -3.15 0.46
O -3.66259 3.33190 -8.73815 0.73 -0.06 0.58 -0.18
C -3.23892 4.69060 -8.86420 0.01 0.47 -0.24 -0.27
C -1.76868 4.78783 -9.22042 0.06 -0.20 0.10 -0.08
O -5.09251 1.67198 -7.52671 0.30 -0.14 0.13 -0.19
C -6.25908 1.78167 -6.71130 -0.30 0.12 0.05 -0.29
C -7.28804 2.68807 -7.35459 -0.01 0.00 -0.20 -0.07
O -2.84109 1.36822 -7.53844 1.09 0.83 1.59 -0.17
C -1.41918 1.54142 -7.61243 0.49 -0.07 -0.13 -0.26
C -0.84717 2.24204 -6.39844 -0.17 0.09 0.11 -0.08
H -3.44713 5.25655 -7.95526 -0.10 -0.17 0.08 0.11
H -3.83689 5.12850 -9.66429 -0.06 -0.10 0.00 0.12
H -1.14386 4.42564 -8.40042 0.00 0.04 0.00 0.06
H -1.49153 5.82389 -9.41720 -0.04 0.01 -0.01 0.08
H -1.54114 4.19012 -10.10366 -0.03 0.04 -0.04 0.08
H -6.00265 2.12680 -5.71049 0.11 0.11 -0.06 0.10
H -6.66494 0.77385 -6.60974 0.11 -0.05 -0.09 0.12
H -6.84989 3.64693 -7.63119 0.05 0.03 0.16 0.07
H -8.12449 2.86584 -6.67750 0.00 -0.02 0.00 0.08
H -7.67188 2.23432 -8.26929 -0.02 -0.01 0.02 0.08
H -1.16108 2.06369 -8.53661 -0.16 0.10 0.02 0.10
H -0.99379 0.54182 -7.69286 -0.18 -0.07 0.01 0.12
H -1.29417 3.23194 -6.25891 0.05 -0.01 -0.05 0.07
H 0.23068 2.36498 -6.50084 0.01 -0.03 -0.01 0.08
H -1.04664 1.66530 -5.49460 0.04 -0.02 -0.01 0.07
```
Positions in Å, forces in eV/Å.

net charge = +1
maximum force = 5.6 eV Å⁻¹
HOMO = -11.3 eV
total energy = -106531.859 eV
Kohn-Sham gap = 7.54 eV
multiplicity = 1